--- i ---
DFT (wB97M-V/def2-TZVPD) results for C17H21N3O3S2 as an isolated structure.

As for the molecular weight: 379.5 g/mol. The calculation puts the HOMO energy at -7.9 eV. As for the lowest unoccupied orbital energy: 0.4 eV.

Structure (ORCA input):
```
! RIJCOSX wB97M-V def2-TZVPD def2/J DEFGRID3
* xyz 0 1
C 4.026 2.629 1.656
H 3.336 2.158 2.149
H 3.734 3.251 0.686
H 4.597 3.280 2.171
S 5.190 1.193 0.874
C 4.150 0.195 0.069
C 2.765 0.329 -0.060
C 2.150 -0.431 -1.157
C 2.785 -1.508 -1.690
C 4.230 -1.741 -1.350
C 4.819 -0.603 -0.525
H 5.826 -0.831 -0.448
H 4.737 -2.716 -1.886
H 2.324 -2.143 -2.178
N 0.798 -0.219 -1.352
C -0.182 -0.979 -1.750
O 0.132 -2.110 -2.474
C -1.570 -0.439 -1.609
N -1.775 -0.139 -0.350
C -1.608 -1.286 0.688
C -2.205 -2.579 0.241
C -1.983 -3.547 1.316
C -1.010 -3.365 2.289
C -0.492 -2.193 2.644
C -0.707 -1.003 1.395
H -0.170 -0.186 1.800
H 0.260 -2.296 3.298
H -0.742 -4.153 2.846
H -2.393 -4.641 1.078
H -2.795 -2.741 -0.431
S -1.828 1.405 0.275
O -2.350 1.253 1.541
O -0.528 1.948 0.099
N -2.959 1.881 -0.741
C -4.315 1.486 -0.442
H -4.895 2.076 -1.217
H -4.627 1.947 0.336
H -4.264 0.486 -0.132
C -2.824 3.494 -0.778
H -3.448 3.934 -1.585
H -3.130 3.868 0.255
H -1.886 3.754 -0.642
H -2.333 -1.102 -2.158
H -1.662 0.467 -2.108
H 0.361 0.694 -0.822
H 2.458 1.219 0.179
*
```


--- ii ---
DFT (wB97M-V/def2-TZVPD) results for one molecule with the formula C17H21N3O3S2.

As for the molecular weight: 379.5 g/mol. Its structure (SMILES) is CCNC(=S)Nc1ccc(C)c(S(=O)(=O)Nc2ccccc2OC)c1. The calculation puts the HOMO energy at -8.1 eV. As for the lowest unoccupied orbital energy: 0.4 eV.

Structure (ORCA input):
```
! RIJCOSX wB97M-V def2-TZVPD def2/J DEFGRID3
* xyz 0 1
C -3.081 0.749 -2.189
H -3.651 1.151 -3.022
H -2.023 0.927 -2.372
H -3.256 -0.323 -2.135
C -3.512 1.416 -0.896
N -2.723 0.908 0.205
C -3.068 1.103 1.481
S -4.507 1.783 1.932
N -2.236 0.663 2.481
C -0.917 0.245 2.416
C -0.035 0.697 1.437
C 1.237 0.175 1.363
C 1.727 -0.744 2.278
C 0.866 -1.121 3.307
C -0.431 -0.652 3.373
H -1.084 -0.981 4.168
H 1.216 -1.812 4.059
C 3.109 -1.299 2.165
H 3.146 -2.057 1.383
H 3.418 -1.753 3.103
H 3.804 -0.507 1.896
S 2.215 0.746 -0.017
O 3.481 1.236 0.449
O 1.419 1.595 -0.849
N 2.610 -0.678 -0.872
C 1.921 -0.958 -2.054
C 2.594 -1.112 -3.263
C 1.905 -1.395 -4.427
C 0.526 -1.516 -4.405
C -0.154 -1.377 -3.208
C 0.530 -1.102 -2.034
O -0.171 -0.992 -0.839
C -0.332 -2.240 -0.192
H 0.637 -2.678 0.068
H -0.898 -2.052 0.718
H -0.881 -2.942 -0.829
H -1.227 -1.483 -3.172
H -0.019 -1.724 -5.313
H 2.446 -1.510 -5.354
H 3.669 -1.007 -3.279
H 3.614 -0.699 -0.988
H -0.300 1.456 0.721
H -2.683 0.645 3.389
H -1.867 0.424 -0.035
H -4.568 1.221 -0.683
H -3.384 2.503 -0.966
*
```


According to the calculations, the structures order from most to least stable as ii, i.


--- i ---
DFT (wB97M-V/def2-TZVPD) results for one molecule with the formula C6H12O.

As for the molecular weight: 100.2 g/mol. Its structure (SMILES) is CC[C@H]1CCCO1. The calculation puts the HOMO energy at -9.5 eV. As for the lowest unoccupied orbital energy: 1.1 eV.

Structure (ORCA input):
```
! RIJCOSX wB97M-V def2-TZVPD def2/J DEFGRID3
* xyz 0 1
C 2.533 -0.363 0.078
C 1.409 0.365 -0.654
C 0.154 0.506 0.205
C -1.084 1.001 -0.575
C -2.193 0.031 -0.152
C -1.392 -1.225 0.173
O -0.206 -0.753 0.781
H 2.740 0.107 1.047
H 2.243 -1.399 0.273
H 3.459 -0.363 -0.506
H 1.732 1.371 -0.959
H 1.156 -0.176 -1.577
H 0.381 1.174 1.048
H -1.325 2.043 -0.350
H -0.904 0.929 -1.655
H -2.946 -0.131 -0.929
H -2.699 0.391 0.751
H -1.884 -1.897 0.883
H -1.166 -1.795 -0.743
*
```


--- ii ---
DFT (wB97M-V/def2-TZVPD) results for one molecule with the formula C6H12O.

As for the molecular weight: 100.2 g/mol. Its structure (SMILES) is CC[C@H]1C[C@]1(C)O. The calculation puts the HOMO energy at -9.4 eV. As for the lowest unoccupied orbital energy: 1.0 eV.

Structure (ORCA input):
```
! RIJCOSX wB97M-V def2-TZVPD def2/J DEFGRID3
* xyz 0 1
C 2.263 0.040 0.902
C 1.388 -0.480 -0.229
C 0.302 0.471 -0.680
C -0.852 0.029 -1.538
C -1.166 0.354 -0.126
C -1.878 -0.723 0.696
O -1.755 1.583 0.210
H 3.021 -0.694 1.216
H 1.635 0.286 1.761
H 2.773 0.949 0.578
H 0.915 -1.395 0.118
H 2.044 -0.751 -1.058
H 0.732 1.426 -1.065
H -0.886 -1.021 -1.804
H -1.242 0.729 -2.259
H -2.935 -0.757 0.365
H -1.886 -0.410 1.743
H -1.456 -1.725 0.573
H -1.008 2.085 0.570
*
```


According to the calculations, the structures order from most to least stable as i, ii.


--- i ---
DFT (wB97M-V/def2-TZVPD) results for C6H12O as an isolated structure.

As for the molecular weight: 100.2 g/mol. The calculation puts the HOMO energy at -8.2 eV. As for the lowest unoccupied orbital energy: 0.6 eV.

Structure (ORCA input):
```
! RIJCOSX wB97M-V def2-TZVPD def2/J DEFGRID3
* xyz 0 1
C -0.027 -2.459 0.709
C 0.092 -0.980 0.444
C 0.777 -0.075 1.284
O -0.784 1.128 0.899
C -0.692 1.095 -0.510
C 0.136 2.251 -1.049
C -0.105 -0.332 -0.905
H -0.059 -2.668 1.785
H 0.816 -3.025 0.289
H -0.942 -2.862 0.261
H -0.864 -0.189 0.984
H 0.839 -0.285 2.353
H 1.455 0.701 0.936
H -1.710 1.170 -0.916
H -0.286 3.206 -0.719
H 0.154 2.232 -2.145
H 1.172 2.199 -0.694
H 0.827 -0.206 -1.472
H -0.799 -0.903 -1.533
*
```


--- ii ---
DFT (wB97M-V/def2-TZVPD) results for one molecule with the formula C6H12O.

As for the molecular weight: 100.2 g/mol. Its structure (SMILES) is CC[C@H]1C[C@]1(C)O. The calculation puts the HOMO energy at -9.6 eV. As for the lowest unoccupied orbital energy: 1.0 eV.

Structure (ORCA input):
```
! RIJCOSX wB97M-V def2-TZVPD def2/J DEFGRID3
* xyz 0 1
C 2.283 -0.007 0.806
C 1.376 -0.542 -0.304
C 0.267 0.436 -0.623
C -0.897 0.153 -1.541
C -1.146 0.399 -0.089
C -1.810 -0.723 0.683
O -1.680 1.663 0.226
H 3.079 -0.715 1.056
H 1.709 0.195 1.718
H 2.758 0.934 0.502
H 0.955 -1.511 -0.009
H 1.976 -0.725 -1.206
H 0.624 1.463 -0.720
H -1.036 -0.875 -1.873
H -1.214 0.915 -2.247
H -2.825 -0.832 0.283
H -1.902 -0.500 1.752
H -1.303 -1.687 0.568
H -1.213 1.957 1.020
*
```


--- iii ---
DFT (wB97M-V/def2-TZVPD) results for one molecule with the formula C6H12O.

As for the molecular weight: 100.2 g/mol. Its structure (SMILES) is CCOCC1CC1. The calculation puts the HOMO energy at -9.5 eV. As for the lowest unoccupied orbital energy: 1.2 eV.

Structure (ORCA input):
```
! RIJCOSX wB97M-V def2-TZVPD def2/J DEFGRID3
* xyz 0 1
C 2.864 0.702 0.182
C 1.996 -0.520 -0.113
O 0.756 0.045 -0.475
C -0.396 -0.734 -0.702
C -1.420 -0.450 0.372
C -2.839 -0.108 0.007
C -1.905 0.965 0.481
H 3.913 0.570 -0.096
H 2.446 1.514 -0.419
H 2.805 1.002 1.232
H 1.919 -1.186 0.764
H 2.423 -1.117 -0.935
H -0.796 -0.407 -1.673
H -0.176 -1.809 -0.785
H -1.273 -0.983 1.310
H -3.115 -0.112 -1.045
H -3.632 -0.431 0.676
H -1.521 1.673 -0.250
H -2.050 1.386 1.472
*
```


According to the calculations, the structures order from most to least stable as ii, iii, i.


--- i ---
DFT (wB97M-V/def2-TZVPD) results for one molecule with the formula C6H12O.

As for the molecular weight: 100.2 g/mol. Its structure (SMILES) is CC(C)[C@H]1C[C@H]1O. The calculation puts the HOMO energy at -8.2 eV. As for the lowest unoccupied orbital energy: 1.0 eV.

Structure (ORCA input):
```
! RIJCOSX wB97M-V def2-TZVPD def2/J DEFGRID3
* xyz 0 1
C 1.596 1.197 0.099
C 0.768 -0.080 0.202
C 1.485 -1.287 -0.393
C -0.547 0.113 -0.492
C -1.652 -0.807 -0.294
C -1.743 0.778 0.122
O -2.327 0.574 1.382
H 1.039 2.052 0.499
H 2.538 1.103 0.648
H 1.836 1.413 -0.950
H 0.559 -0.279 1.265
H 2.440 -1.462 0.110
H 1.687 -1.122 -1.459
H 0.879 -2.196 -0.308
H -0.486 0.402 -1.540
H -2.449 -1.033 -0.966
H -1.560 -1.530 0.548
H -2.327 1.494 -0.486
H -1.730 0.727 2.093
*
```


--- ii ---
DFT (wB97M-V/def2-TZVPD) results for a 2-piece molecular cluster, C6H12O overall.

As for the molecular weight: 100.2 g/mol. Its structure (SMILES) is C=C(C)/C=C/C.O. The calculation puts the HOMO energy at -8.5 eV. As for the lowest unoccupied orbital energy: 0.9 eV.

Structure (ORCA input):
```
! RIJCOSX wB97M-V def2-TZVPD def2/J DEFGRID3
* xyz 0 1
C 0.057 -1.890 0.191
C -0.256 -0.971 -0.957
C -0.040 -1.331 -2.220
C -1.609 2.691 -0.936
C -1.289 1.282 -1.367
C -0.586 0.430 -0.628
H -0.854 -2.045 0.779
H 0.756 -1.418 0.888
H 0.438 -2.839 -0.194
H 0.237 -2.339 -2.537
H -0.048 -0.665 -3.076
H -2.642 2.936 -1.159
H -1.456 2.765 0.131
H -0.947 3.408 -1.413
H -1.453 1.090 -2.429
H -0.363 0.835 0.362
H 4.138 -0.633 4.951
H 2.609 -0.518 5.114
O 3.306 -0.788 4.499
*
```


According to the calculations, the structures order from most to least stable as ii, i.